Formula: C28H37BrFGeO5S5TeY
Source: OMol25
Level of theory: wB97M-V/def2-TZVPD

Computed properties:
Relative energy (zero: lowest compared OMol25 entry of this formula, charge and spin) (kcal per mole): 96.04
Highest occupied orbital energy (eV): -0.98
Net charge: -2
HOMO-LUMO gap (eV): 4.83

Atoms and positions in Å:
1 Y -0.844 -1.641 0.682
2 C 3.202 5.087 -1.556
3 C 2.868 4.065 -2.653
4 C 1.727 4.606 -3.529
5 C 4.112 3.899 -3.531
6 C 2.409 2.757 -2.020
7 C 1.374 2.777 -1.094
8 C 0.897 1.597 -0.578
9 Br -0.462 1.646 0.778
10 C 1.337 0.303 -0.952
11 O 0.686 -0.747 -0.570
12 C 2.509 0.310 -1.770
13 C 2.964 1.513 -2.293
14 C 3.349 -0.930 -2.079
15 C 3.348 -1.202 -3.592
16 C 4.787 -0.678 -1.592
17 C 2.869 -2.192 -1.371
18 H 3.591 6.006 -1.996
19 H 3.953 4.679 -0.883
20 H 2.320 5.336 -0.973
21 H 1.997 5.567 -3.969
22 H 0.823 4.736 -2.940
23 H 1.511 3.904 -4.333
24 H 4.403 4.865 -3.945
25 H 3.918 3.223 -4.361
26 H 4.947 3.516 -2.948
27 H 0.928 3.699 -0.755
28 H 3.818 1.470 -2.952
29 H 3.762 -0.366 -4.152
30 H 2.330 -1.375 -3.936
31 H 3.941 -2.089 -3.811
32 H 5.255 0.164 -2.097
33 H 5.395 -1.564 -1.767
34 H 4.774 -0.475 -0.524
35 H 1.880 -2.478 -1.715
36 H 2.828 -2.053 -0.294
37 H 3.554 -3.015 -1.575
38 S 0.674 -3.864 0.537
39 S 2.277 -3.260 3.020
40 S 0.694 -2.609 3.992
41 S -0.113 -0.898 3.052
42 F -2.415 -0.412 0.517
43 C 1.087 -5.675 -2.017
44 Te -0.662 -4.585 -1.165
45 C -0.473 -3.201 -2.882
46 H 0.812 -6.272 -2.883
47 H 1.484 -6.342 -1.259
48 H 1.882 -4.998 -2.308
49 H 0.395 -3.425 -3.497
50 H -0.432 -2.182 -2.500
51 H -1.383 -3.313 -3.470
52 O -2.670 -4.865 0.538
53 S -2.886 -3.425 0.609
54 O -2.093 -2.883 1.775
55 O -2.223 -2.810 -0.632
56 O -4.271 -3.070 0.675
57 Ge -2.543 -0.850 3.187
58 C -2.325 0.992 4.036
59 C -1.658 1.048 5.254
60 C -1.292 2.255 5.818
61 C -1.571 3.440 5.160
62 C -2.238 3.401 3.949
63 C -2.614 2.188 3.395
64 C -4.484 -0.947 2.649
65 C -5.073 -0.076 1.750
66 C -6.439 -0.094 1.542
67 C -7.239 -0.991 2.228
68 C -6.653 -1.884 3.109
69 C -5.286 -1.859 3.315
70 H -2.583 -1.752 4.468
71 H -1.420 0.115 5.747
72 H -0.769 2.270 6.764
73 H -1.249 4.385 5.581
74 H -2.448 4.322 3.424
75 H -3.122 2.173 2.441
76 H -4.454 0.608 1.189
77 H -6.891 0.595 0.839
78 H -8.311 -1.011 2.065
79 H -7.266 -2.608 3.632
80 H -4.820 -2.552 4.003



Formula: C17H36CaCr2F15O23S5
Source: OMol25
Level of theory: wB97M-V/def2-TZVPD

Computed properties:
Highest occupied orbital energy (alpha / beta) (eV): -11.76 / -11.94
<S²>: 20.009
Net charge: +1
Spin multiplicity: 9
HOMO-LUMO gap (alpha / beta) (eV): 6.99 / 7.99

Atoms and positions in Å:
1 Ca -2.008 1.273 -4.176
2 Cr -3.100 -2.349 -0.116
3 Cr 0.634 -3.323 -3.889
4 C 0.882 -4.966 0.659
5 F 0.377 -5.175 1.911
6 F 1.571 -3.830 0.714
7 F 1.579 -5.962 0.213
8 S -0.477 -4.683 -0.605
9 O 0.173 -4.218 -1.895
10 O -1.250 -5.929 -0.835
11 O -1.301 -3.512 -0.139
12 C -4.527 2.066 0.268
13 F -4.911 3.263 -0.113
14 F -3.348 2.247 0.832
15 F -5.378 1.585 1.071
16 S -4.369 0.827 -1.215
17 O -5.617 0.733 -1.883
18 O -3.286 1.399 -2.018
19 O -3.902 -0.389 -0.658
20 C -4.097 -2.983 -4.810
21 F -4.617 -4.166 -4.412
22 F -3.451 -3.190 -5.944
23 F -5.001 -2.102 -5.011
24 S -2.670 -2.414 -3.470
25 O -1.485 -3.103 -3.807
26 O -2.627 -0.944 -3.729
27 O -3.115 -2.714 -2.143
28 C 2.691 0.372 -4.832
29 F 2.874 1.530 -5.374
30 F 3.806 -0.361 -5.202
31 F 2.695 0.385 -3.460
32 S 1.086 -0.308 -5.529
33 O 0.046 0.616 -5.058
34 O 1.235 -0.350 -6.942
35 O 0.902 -1.579 -4.818
36 C 0.932 0.322 -0.174
37 F 1.218 -0.638 0.744
38 F 0.476 1.396 0.453
39 F 2.054 0.602 -0.861
40 S -0.321 -0.466 -1.472
41 O -1.433 -0.985 -0.609
42 O -0.647 0.672 -2.332
43 O 0.381 -1.472 -2.246
44 C -3.715 -1.431 2.738
45 C -4.947 -2.256 2.304
46 O -5.244 -2.099 0.972
47 O -2.577 -1.791 1.932
48 H -3.505 -1.648 3.786
49 H -3.911 -0.367 2.599
50 H -5.824 -1.997 2.897
51 H -4.799 -3.320 2.491
52 H -6.198 -1.997 0.953
53 H -1.720 -1.480 2.232
54 C 1.849 5.110 -1.136
55 C 1.393 3.789 -1.739
56 O 1.290 3.908 -3.141
57 O 0.994 6.096 -1.638
58 H 2.797 5.500 -1.506
59 H 1.767 5.158 -0.050
60 H 0.369 3.529 -1.469
61 H 1.963 2.907 -1.446
62 H 2.112 3.632 -3.553
63 H 0.633 5.751 -2.458
64 C -0.628 5.303 2.653
65 C -0.035 3.917 2.328
66 O -1.113 2.972 2.599
67 H -1.411 5.360 3.409
68 H -0.908 5.845 1.750
69 H 0.196 5.951 2.948
70 H 0.666 3.679 3.128
71 H 0.319 3.713 1.318
72 H -1.734 2.841 1.880
73 C 0.747 -1.997 3.841
74 C 0.206 -0.589 4.176
75 O -1.069 -0.364 3.539
76 H 1.223 -1.979 2.860
77 H -0.055 -2.734 3.807
78 H 1.506 -2.367 4.530
79 H 0.961 0.094 3.788
80 H 0.176 -0.485 5.261
81 H -1.441 0.507 3.695
82 C 5.296 -0.671 -1.642
83 C 5.118 -1.610 -0.488
84 O 4.396 -2.738 -0.850
85 H 6.004 0.097 -1.330
86 H 4.423 -0.043 -1.822
87 H 5.637 -1.131 -2.570
88 H 4.617 -1.168 0.373
89 H 6.072 -2.025 -0.161
90 H 4.360 -3.363 -0.122
91 C 3.582 0.312 3.764
92 C 3.167 1.646 4.489
93 O 3.913 1.754 5.721
94 H 4.663 0.204 3.672
95 H 3.055 0.252 2.811
96 H 3.131 -0.539 4.275
97 H 2.145 1.970 4.687
98 H 3.546 2.353 3.750
99 H 3.870 0.865 6.080



Formula: C10H5ClNO5Pt
Source: OMol25
Level of theory: wB97M-V/def2-TZVPD

Computed properties:
Relative energy (zero: lowest compared OMol25 entry of this formula, charge and spin) (kcal per mole): 39.33
Highest occupied orbital energy (alpha / beta) (eV): -9.21 / -12.94
<S²>: 2.028
Net charge: +1
Spin multiplicity: 3
HOMO-LUMO gap (alpha / beta) (eV): 4.17 / 3.59

Atoms and positions in Å:
1 O -0.180 5.174 -0.501
2 C 0.249 4.409 0.238
3 Pt 0.166 -0.561 -0.309
4 C 0.174 -2.342 -0.711
5 O 0.058 -3.522 -0.622
6 C -0.445 -2.488 -3.762
7 O -0.262 -1.689 -4.557
8 C 2.028 -0.038 0.017
9 O 3.164 0.246 0.001
10 C -1.819 -0.063 -0.056
11 O -2.925 0.253 -0.095
12 H -0.193 0.986 -0.125
13 Cl 0.082 2.628 5.195
14 C 0.028 1.117 4.332
15 C -0.010 -0.063 5.101
16 C -0.043 -1.258 4.398
17 C -0.022 -1.232 3.028
18 N 0.050 -0.148 2.288
19 C 0.045 1.032 2.901
20 H -0.007 -0.056 6.179
21 H -0.081 -2.218 4.858
22 H -0.073 -2.118 2.430
23 H 0.046 1.922 2.268



Formula: C2H8N2O
Source: OMol25
Level of theory: wB97M-V/def2-TZVPD

Computed properties:
Relative energy (zero: lowest compared OMol25 entry of this formula, charge and spin) (kcal per mole): 44.51
Highest occupied orbital energy (eV): -9.75
SMILES: [H]/N=C\N.CO
Net charge: 0
HOMO-LUMO gap (eV): 10.68

Atoms and positions in Å:
1 H 0.808 1.740 1.045
2 N 0.619 0.783 1.340
3 C -0.516 0.789 1.907
4 N -1.306 1.886 2.255
5 H -0.948 -0.142 2.283
6 H -1.062 2.741 1.781
7 H -2.283 1.609 2.247
8 C 0.447 -1.564 -2.237
9 O 1.808 -1.145 -2.320
10 H 0.407 -2.648 -2.171
11 H 0.006 -1.062 -1.368
12 H -0.244 -1.201 -3.001
13 H 2.264 -1.787 -1.762



Formula: C34H23N7PtS2Te
Source: OMol25
Level of theory: wB97M-V/def2-TZVPD

Computed properties:
Relative energy (zero: lowest compared OMol25 entry of this formula, charge and spin) (kcal per mole): 0.00
Highest occupied orbital energy (eV): -13.27
Net charge: +2
HOMO-LUMO gap (eV): 6.05

Atoms and positions in Å:
1 Pt -0.580 0.439 0.626
2 N 0.745 0.563 -3.445
3 C 0.054 0.288 -2.360
4 N 0.343 0.789 -1.180
5 C 1.377 1.734 -1.042
6 N 1.595 2.344 0.085
7 N 0.742 1.909 1.058
8 C 0.597 2.454 2.203
9 C -0.401 1.824 3.077
10 C -0.681 2.275 4.346
11 C -1.622 1.599 5.117
12 C -2.239 0.476 4.600
13 C -1.921 0.061 3.315
14 N -1.033 0.724 2.573
15 C 2.182 2.026 -2.208
16 C 3.278 2.893 -2.153
17 C 4.013 3.136 -3.290
18 C 3.669 2.521 -4.498
19 C 2.591 1.662 -4.573
20 C 1.855 1.421 -3.422
21 H 0.444 0.167 -4.325
22 H -0.805 -0.366 -2.448
23 H 1.180 3.321 2.494
24 H -0.170 3.151 4.725
25 H -1.861 1.950 6.112
26 H -2.965 -0.084 5.172
27 H -2.375 -0.809 2.861
28 H 3.526 3.363 -1.211
29 H 4.858 3.811 -3.254
30 H 4.249 2.723 -5.389
31 H 2.319 1.190 -5.510
32 S -2.161 2.100 0.108
33 C -3.635 1.237 0.529
34 C -4.785 1.957 0.822
35 C -5.972 1.295 1.103
36 C -7.143 2.059 1.443
37 N -8.074 2.668 1.732
38 C -6.010 -0.107 1.084
39 C -4.856 -0.823 0.794
40 C -3.669 -0.157 0.520
41 S -2.230 -1.115 0.146
42 C -7.221 -0.820 1.395
43 N -8.171 -1.410 1.660
44 H -4.762 3.040 0.839
45 H -4.889 -1.906 0.790
46 Te 1.233 -1.412 1.296
47 C 0.682 -3.193 0.341
48 C -0.010 -3.236 -0.863
49 C -0.304 -4.461 -1.440
50 C 0.096 -5.636 -0.816
51 C 0.787 -5.589 0.386
52 C 1.082 -4.365 0.972
53 C 2.870 -0.898 0.086
54 C 3.800 -0.004 0.605
55 C 4.898 0.356 -0.166
56 C 5.066 -0.184 -1.434
57 C 4.136 -1.084 -1.940
58 C 3.028 -1.444 -1.183
59 H -0.335 -2.325 -1.345
60 H -0.853 -4.501 -2.372
61 H -0.138 -6.592 -1.267
62 H 1.094 -6.504 0.875
63 H 1.618 -4.339 1.913
64 H 3.690 0.404 1.603
65 H 5.634 1.042 0.236
66 H 5.935 0.082 -2.022
67 H 4.284 -1.524 -2.919
68 H 2.321 -2.169 -1.567



Formula: C9H10N4O3PtS5
Source: OMol25
Level of theory: wB97M-V/def2-TZVPD

Computed properties:
Relative energy (zero: lowest compared OMol25 entry of this formula, charge and spin) (kcal per mole): 0.00
Highest occupied orbital energy (eV): -8.36
Net charge: 0
HOMO-LUMO gap (eV): 7.01

Atoms and positions in Å:
1 Pt -0.199 -0.333 -0.516
2 N 4.101 0.011 0.132
3 C 2.785 -0.170 0.315
4 S 1.998 -1.395 -0.653
5 N 2.202 0.508 1.285
6 N 0.902 0.198 1.290
7 C 0.220 0.133 2.368
8 C -1.034 -0.588 2.245
9 C -1.870 -0.790 3.334
10 C -3.015 -1.546 3.182
11 C -3.286 -2.091 1.937
12 C -2.423 -1.853 0.888
13 N -1.309 -1.124 1.029
14 H 4.563 -0.429 -0.642
15 H 4.553 0.767 0.619
16 H 0.627 0.425 3.329
17 H -1.605 -0.343 4.282
18 H -3.684 -1.705 4.016
19 H -4.163 -2.695 1.757
20 H -2.613 -2.252 -0.095
21 S -3.983 0.418 -2.900
22 C -2.681 0.136 -1.989
23 S -1.599 -1.230 -2.131
24 S -2.051 1.087 -0.674
25 C 2.420 1.874 -3.341
26 S 0.999 1.905 -2.291
27 O 0.081 2.853 -2.843
28 O 0.494 0.454 -2.375
29 O 1.490 2.140 -0.942
30 H 2.110 1.703 -4.369
31 H 3.083 1.082 -3.002
32 H 2.887 2.851 -3.243



Q: net charge of number 4 (C2H8N2O)?
A: 0



Q: Which of these has the lowest net charge?
A: C28H37BrFGeO5S5TeY